ORCA calculation (the ωB97M-V functional and the def2-TZVPD basis) on one molecule with the formula C17H22N4S.

Geometry as XYZ:
```
44
C17H22N4S (the ωB97M-V functional and the def2-TZVPD basis)
H -3.643 -0.337 2.961
H -3.735 2.179 -1.764
N 0.267 -0.840 2.089
C 0.273 -1.092 -1.517
C 2.397 1.167 -0.329
C -2.031 -0.562 -0.773
H 3.099 -2.609 2.304
C -2.422 0.508 -1.575
H 0.871 4.196 -0.255
C 1.903 0.708 -1.723
H -5.060 0.584 2.432
H 0.501 2.874 -1.350
C 2.848 -0.841 1.112
N 2.113 2.572 -0.056
H 3.855 -0.851 0.720
S 1.380 -2.305 -1.715
H 3.496 1.122 -0.372
C -2.688 -0.796 0.430
C -3.434 1.347 -1.144
N -0.996 -1.428 -1.160
H -4.953 -1.150 2.114
C 2.597 2.977 1.246
C 2.430 -1.823 1.991
H 2.535 -0.117 -2.060
H 0.014 2.782 0.366
H -1.966 0.658 -2.543
C 1.958 0.152 0.709
H 1.994 2.581 2.076
N 0.551 0.214 -1.727
H -0.161 0.866 -1.424
H 0.735 -2.534 3.121
C -4.065 1.125 0.068
H 1.994 1.536 -2.429
H 2.587 4.066 1.300
C -3.704 0.044 0.863
C 0.677 0.096 1.250
C 1.121 -1.782 2.445
C 0.800 3.109 -0.331
H -0.081 0.828 1.005
H -2.380 -1.628 1.045
H -4.849 1.792 0.394
H -1.085 -2.392 -0.867
H 3.623 2.634 1.370
C -4.382 -0.224 2.170
```

Values from the calculation:
E_tot = -1278.2146 Eh
Total charge = 0
2S+1 = 1
Gap between HOMO and LUMO = 0.3221 Eh
HOMO level = -8.062 eV
Structure (SMILES) = Cc1cccc(NC(=S)NC[C@H](c2cccnc2)N(C)C)c1